{"formula": "C9H13EuO5P", "method": "wB97M-V/def2-TZVPD", "elements": ["Eu", "O", "C", "C", "O", "C", "O", "C", "O", "C", "H", "H", "C", "H", "H", "C", "P", "C", "C", "O", "H", "H", "H", "H", "H", "H", "H", "H", "H"], "positions_angstrom": [[0.058632, 0.457044, -0.999005], [0.193484, 4.463698, -0.279356], [0.158893, 3.348615, -0.574350], [-0.130999, -2.203405, -0.963643], [-0.246190, -3.247397, -0.491783], [2.644860, -0.060046, -0.414998], [3.651502, -0.393630, 0.002535], [-2.554778, 0.269531, -0.615256], [-3.607623, 0.019834, -0.221820], [0.037251, 0.804967, -3.481934], [-0.870617, 1.436952, -3.505219], [0.999215, 1.352291, -3.509002], [-0.024403, -0.552670, -3.466060], [0.867327, -1.185495, -3.558837], [-0.968045, -1.100398, -3.579564], [0.092744, 0.511089, 4.007665], [-0.090720, -0.774193, 2.768107], [-1.641514, -1.625096, 3.118392], [1.177324, -2.010976, 3.078165], [-0.033023, -0.202427, 1.353926], [0.981819, 0.330970, 4.627329], [-0.785044, 0.557587, 4.666981], [0.208639, 1.500870, 3.552134], [-2.504461, -0.950545, 3.077750], [-1.802717, -2.431729, 2.390814], [-1.611021, -2.041838, 4.137080], [1.083047, -2.868833, 2.399298], [2.172783, -1.581724, 2.939112], [1.121836, -2.354546, 4.122541]], "forces_ev_per_angstrom": [[0.1728, 0.1968, 4.1678], [-0.1526, -4.9401, -1.3575], [0.1452, 4.5696, 1.3047], [-0.5279, -4.3872, 2.4067], [0.4860, 4.1588, -2.1738], [3.2610, -1.1072, 1.3194], [-3.1370, 1.0965, -1.3475], [-4.7173, -1.2115, 1.7881], [4.4166, 1.1432, -1.7467], [-0.0314, -0.8243, -0.6788], [0.2294, -0.3050, -0.1088], [-0.2625, -0.2894, -0.0775], [0.0205, 0.6846, -1.6007], [-0.0615, 0.3086, 0.1556], [0.0892, 0.2984, 0.2041], [0.1386, 0.4808, 0.1701], [-0.3965, -1.2131, 2.8333], [-0.2159, 0.1359, -0.4097], [0.3264, 0.0562, -0.3883], [0.1510, 1.1114, -3.9657], [-0.2266, -0.0272, -0.1625], [0.2048, -0.1293, -0.2032], [-0.0204, -0.1858, -0.0060], [0.1937, 0.0155, -0.0185], [0.0576, 0.0417, 0.2740], [0.1484, 0.0566, -0.3325], [-0.1016, 0.1239, 0.2454], [-0.0201, 0.0480, 0.0290], [-0.1700, 0.0939, -0.3207]], "nbo_charge": [1.803, -0.279, 0.467, 0.483, -0.291, 0.467, -0.271, 0.465, -0.265, -0.516, 0.278, 0.276, -0.394, 0.274, 0.276, -1.024, 1.918, -1.010, -1.012, -1.186, 0.295, 0.297, 0.272, 0.274, 0.260, 0.304, 0.265, 0.268, 0.306], "homo_ev": [-21.09, -21.12], "charge": 3, "fmax_ev_per_a": 5.2, "spin_multiplicity": 7, "orbital_gap_ev": [5.48, 8.28]}

{"formula": "C22H32N4O3S", "method": "wB97M-V/def2-TZVPD", "elements": ["C", "O", "C", "C", "C", "C", "N", "C", "C", "N", "C", "C", "C", "C", "S", "O", "O", "N", "C", "C", "C", "C", "C", "C", "C", "N", "C", "C", "C", "C", "H", "H", "H", "H", "H", "H", "H", "H", "H", "H", "H", "H", "H", "H", "H", "H", "H", "H", "H", "H", "H", "H", "H", "H", "H", "H", "H", "H", "H", "H", "H", "H"], "positions_angstrom": [[-8.679677, -2.910737, 0.603395], [-7.965968, -2.375972, -0.481899], [-7.006050, -1.435495, -0.223446], [-6.668951, -0.954254, 1.034369], [-5.680497, 0.002994, 1.174147], [-4.985229, 0.510070, 0.074285], [-4.029744, 1.499365, 0.273024], [-3.372903, 2.146429, -0.831335], [-2.059625, 1.439285, -1.185851], [-1.257382, 1.309434, 0.013560], [-0.108345, 0.597875, 0.036369], [0.424700, -0.007893, -1.123236], [1.611381, -0.694079, -1.018844], [2.254586, -0.766866, 0.212391], [3.804001, -1.645808, 0.365891], [4.011197, -1.958537, 1.750141], [3.762134, -2.725686, -0.581129], [4.976598, -0.590623, -0.134430], [5.086954, -0.369093, -1.560878], [6.514137, -0.597104, -2.062896], [4.562948, 1.008815, -1.977525], [5.735297, 0.220412, 0.802859], [4.825356, 0.976762, 1.769142], [6.739206, -0.643284, 1.566847], [1.645016, -0.171863, 1.299490], [0.511533, 0.494596, 1.221946], [-1.785221, 1.911581, 1.216056], [-3.217212, 1.436358, 1.479938], [-5.332428, 0.012960, -1.185899], [-6.324151, -0.933236, -1.329038], [-9.242527, -2.137181, 1.137013], [-8.017776, -3.427213, 1.306937], [-9.376588, -3.628995, 0.173932], [-7.171704, -1.308386, 1.920646], [-5.462585, 0.372601, 2.163507], [-4.033978, 2.168637, -1.695987], [-3.170775, 3.185977, -0.552503], [-1.518444, 2.009540, -1.952697], [-2.288568, 0.443492, -1.585515], [-0.083852, 0.056041, -2.070128], [2.044598, -1.193737, -1.871130], [4.452884, -1.142369, -2.002085], [7.196444, 0.155017, -1.674129], [6.857154, -1.579357, -1.750709], [6.531471, -0.549763, -3.148711], [3.555500, 1.163831, -1.597283], [4.541023, 1.081168, -3.061862], [5.203486, 1.800126, -1.594746], [6.286193, 0.954332, 0.204444], [5.412871, 1.684088, 2.350187], [4.056300, 1.523001, 1.226779], [4.352238, 0.273625, 2.446536], [7.331706, -0.024102, 2.236447], [6.204183, -1.389754, 2.145260], [7.404766, -1.150549, 0.873435], [2.085378, -0.246127, 2.283143], [-1.752893, 3.003606, 1.127867], [-1.136830, 1.612048, 2.039180], [-3.185384, 0.401935, 1.839362], [-3.655805, 2.062474, 2.268485], [-4.827051, 0.350008, -2.077261], [-6.583100, -1.310413, -2.305862]], "forces_ev_per_angstrom": [[-0.0955, -0.0701, 0.1498], [0.1956, 0.1573, -0.2117], [0.0644, 0.0673, -0.0836], [-0.2305, -0.2861, -0.0946], [0.1959, 0.0871, -0.1246], [-0.3202, -0.0952, 0.1057], [0.2622, 0.1194, -0.0105], [0.1793, -0.0865, -0.1342], [-0.1242, 0.0604, -0.2646], [-0.2877, 0.0446, 0.0184], [0.4031, -0.1698, 0.0527], [0.0123, 0.0114, 0.0064], [-0.0677, 0.0231, 0.0999], [0.5191, -0.4796, -0.0054], [-0.0908, 0.1464, -0.2739], [-0.0444, 0.3403, 0.0194], [-0.1018, 0.2643, -0.1311], [-0.6929, -0.9666, 0.3665], [-0.0123, 0.1419, -0.6940], [-0.3313, -0.1190, 0.1531], [0.0141, -0.2879, 0.1213], [0.1255, 0.0854, 0.7188], [0.2232, 0.1277, -0.1524], [0.0024, 0.2198, -0.1341], [0.2256, -0.1115, 0.0587], [-0.1892, 0.0972, -0.0026], [-0.2148, 0.1101, 0.3056], [0.0732, 0.1360, 0.2407], [0.0574, 0.0515, 0.0071], [-0.2112, -0.1776, 0.1746], [0.0290, -0.0292, -0.0048], [-0.0246, 0.0298, -0.0125], [0.0275, 0.0375, 0.0858], [-0.0677, -0.0511, 0.0574], [0.0270, 0.0621, 0.0954], [0.0853, 0.0663, 0.0319], [-0.0259, -0.0514, -0.1497], [-0.0446, -0.0648, -0.0368], [0.0221, 0.0692, -0.0542], [-0.0551, 0.0055, -0.0893], [-0.0189, -0.0447, -0.1573], [0.1505, 0.1595, -0.1674], [0.1064, 0.0987, 0.0263], [0.0908, -0.1039, -0.0001], [0.0456, 0.0439, -0.1094], [-0.0782, 0.0688, 0.0004], [0.0113, 0.0697, -0.1242], [0.0752, 0.1328, 0.0242], [-0.1416, -0.1308, -0.0310], [0.0204, 0.0660, 0.0839], [-0.0682, 0.0999, -0.0199], [-0.0428, 0.0389, 0.1402], [0.1043, 0.0476, 0.0918], [0.0540, -0.0305, 0.0824], [0.1062, -0.0599, -0.0561], [0.1031, -0.0385, 0.0926], [0.0307, -0.0603, 0.0865], [-0.2058, 0.1750, -0.0623], [-0.0024, 0.0654, 0.0030], [0.1050, -0.1144, 0.0785], [0.0657, 0.0479, -0.0633], [-0.0229, -0.0465, -0.1230]], "nbo_charge": [-0.250, -0.496, 0.263, -0.282, -0.259, 0.231, -0.456, -0.218, -0.224, -0.405, 0.423, -0.325, -0.115, -0.455, 2.359, -0.949, -0.946, -0.715, -0.041, -0.616, -0.627, -0.032, -0.629, -0.620, 0.102, -0.496, -0.240, -0.215, -0.270, -0.231, 0.173, 0.173, 0.199, 0.218, 0.212, 0.223, 0.199, 0.194, 0.198, 0.223, 0.235, 0.229, 0.200, 0.223, 0.215, 0.216, 0.215, 0.202, 0.203, 0.214, 0.210, 0.226, 0.204, 0.237, 0.209, 0.213, 0.186, 0.268, 0.202, 0.190, 0.204, 0.222], "homo_ev": -7.43, "smiles": "COc1ccc(N2CCN(c3ccc(S(=O)(=O)N(C(C)C)C(C)C)cn3)CC2)cc1", "fmax_ev_per_a": 1.2, "orbital_gap_ev": 7.99}

{"formula": "C3H6O2", "method": "wB97M-V/def2-TZVPD", "elements": ["C", "C", "O", "C", "O", "H", "H", "H", "H", "H", "H"], "positions_angstrom": [[1.243124, -0.307971, 0.044576], [-0.050596, 0.452449, 0.313451], [-0.195303, 1.227031, -0.937963], [-1.248089, -0.452579, 0.423128], [-1.905731, -0.712397, -0.559940], [2.090698, -0.075579, 0.711825], [1.143083, -1.401413, -0.059483], [1.162107, 0.303703, -0.960191], [0.021861, 1.173493, 1.131696], [-0.771691, 0.689761, -1.515178], [-1.489464, -0.896503, 1.408084]], "forces_ev_per_angstrom": [[0.0978, 0.5106, -1.0737], [-0.6850, 0.8300, -0.8212], [-1.2452, 0.3009, 0.9745], [-0.2244, -0.0349, -0.3535], [0.1033, -0.0636, 0.5379], [-0.4554, 0.0622, -0.4452], [-0.0501, 0.5121, -0.0815], [2.5270, -2.1697, 1.1254], [-0.1434, -0.1529, -0.0735], [-0.0451, 0.1964, 0.3243], [0.1206, 0.0090, -0.1135]], "nbo_charge": [-0.693, -0.038, -0.730, 0.426, -0.533, 0.222, 0.214, 0.304, 0.210, 0.490, 0.129], "homo_ev": -10.48, "smiles": "C[C@@H](O)C=O", "fmax_ev_per_a": 3.5, "orbital_gap_ev": 11.28}

{"formula": "C4H7N", "method": "wB97M-V/def2-TZVPD", "elements": ["C", "C", "C", "C", "N", "H", "H", "H", "H", "H", "H", "H"], "positions_angstrom": [[-1.707970, 0.782086, 1.803368], [-1.212439, 0.470088, 0.755211], [-0.780033, -0.094260, -0.512195], [0.631719, -0.674985, -0.430807], [1.635745, 0.410550, -0.244076], [-2.122793, 1.325168, 2.608373], [-0.857706, 0.545401, -1.407920], [-1.443420, -0.916924, -0.671339], [0.527258, -1.342617, 0.456477], [0.864168, -1.252612, -1.378657], [2.463958, -0.127886, 0.223001], [2.001512, 0.875991, -1.201436]], "forces_ev_per_angstrom": [[0.2577, 0.4801, -0.5210], [-0.3612, 0.2809, -0.0135], [0.6272, 0.0515, -0.6337], [-0.0495, 0.2088, -0.9565], [2.4920, -0.9726, -0.5840], [-0.0945, -0.1480, 0.4662], [-0.1760, 0.2209, 0.6608], [-0.5631, -0.6962, -0.4205], [1.0455, 0.3589, -0.6234], [-0.4755, 0.2226, 1.1642], [-1.5394, 1.8526, -1.3936], [-1.1632, -1.8595, 2.8552]], "nbo_charge": [-0.260, 0.015, -0.494, -0.205, -0.855, 0.232, 0.227, 0.233, 0.201, 0.175, 0.364, 0.366], "homo_ev": -9.41, "smiles": "C#CCCN", "fmax_ev_per_a": 3.6, "orbital_gap_ev": 10.41}

{"formula": "C3H10N2O", "method": "wB97M-V/def2-TZVPD", "elements": ["H", "N", "C", "N", "C", "C", "H", "H", "H", "H", "H", "H", "H", "O", "H", "H"], "positions_angstrom": [[1.779911, -2.267203, 0.235511], [1.574457, -1.282252, 0.122615], [0.451873, -0.926720, -0.312928], [0.157754, 0.404029, -0.542058], [-1.239835, 0.826302, -0.716700], [-2.287698, 0.060704, 0.120037], [-0.427462, -1.557066, -0.470033], [0.579262, 1.040577, 0.117831], [-1.530755, 0.857073, -1.762960], [-1.306733, 1.846317, -0.349166], [-2.479630, -0.921090, -0.323453], [-3.229930, 0.589195, 0.222560], [-1.845178, -0.155163, 1.096065], [3.545597, 0.567299, 1.135098], [3.201185, -0.292935, 0.812487], [3.057177, 1.210933, 0.615101]], "forces_ev_per_angstrom": [[-0.7024, -0.0582, -0.0810], [1.1772, -0.1070, 0.0667], [-0.8083, 0.3775, 0.1765], [-0.7871, 0.2692, 0.3994], [-0.7366, 0.0944, 0.5381], [0.9000, -0.8324, -0.3412], [0.3565, -0.3755, -0.3729], [0.6831, -0.2449, -0.1551], [0.0974, -0.1407, -0.1810], [0.2792, 0.2601, -0.2289], [-0.2495, 0.1215, 0.0136], [0.0236, 0.1331, -0.0243], [-0.2767, 0.2359, 0.1466], [0.1190, -0.3658, -0.0094], [-0.1415, 0.6827, 0.1109], [0.0662, -0.0500, -0.0580]], "nbo_charge": [0.363, -0.745, 0.301, -0.613, -0.218, -0.630, 0.148, 0.386, 0.191, 0.198, 0.200, 0.223, 0.210, -0.966, 0.496, 0.454], "homo_ev": -9.53, "smiles": "[H]/N=C/NCC.O", "fmax_ev_per_a": 1.3, "orbital_gap_ev": 10.37}

{"formula": "C3H3F2N", "method": "wB97M-V/def2-TZVPD", "elements": ["C", "C", "F", "F", "C", "N", "H", "H", "H"], "positions_angstrom": [[-0.992829, -0.203951, -0.303950], [0.236658, 0.347784, 0.375382], [0.133258, 0.189515, 1.630745], [0.308121, 1.607055, 0.118308], [1.599022, -0.252832, 0.023999], [2.550684, -0.761829, -0.294301], [-1.959662, 0.268527, 0.022353], [-0.892534, 0.140774, -1.403864], [-0.982718, -1.335043, -0.168672]], "forces_ev_per_angstrom": [[-0.0581, -0.7985, -2.2903], [0.2864, -2.1907, -2.6466], [-0.4888, -0.4909, 4.9832], [0.3721, 3.8393, -0.7180], [-3.3297, 0.9418, 0.0123], [2.4969, -1.1908, -0.6770], [1.2549, -0.4701, 0.3015], [-0.1916, -1.1536, 1.5257], [-0.3422, 1.5135, -0.4908]], "nbo_charge": [-0.671, 0.648, -0.301, -0.308, 0.184, -0.274, 0.250, 0.235, 0.238], "homo_ev": -12.89, "smiles": "CC(F)(F)C#N", "fmax_ev_per_a": 5.0, "orbital_gap_ev": 13.73}